Record 1
ORCA calculation (ωB97M-V/def2-TZVPD) on 2 unconnected molecules or ions with the total composition C9H15NOP.

Calculated values
E_HOMO (spin up / spin down): -11.65 / -11.65 eV
frontier orbital gap (spin up / spin down): 7.92 / 7.92 eV
charge: +1
LUMO energy (spin up / spin down): -3.723 / -3.724 eV
total energy: -22392.81919 eV
energy above the lowest of the compared OMol25 structures with the same formula, charge and spin: 245.8 kJ/mol

```
27
C9H15NOP, DFT ωB97M-V/def2-TZVPD
C 0.571 -2.919 -2.103
C 1.429 -1.845 -2.253
C -0.252 -3.016 -1.015
C 1.360 -0.828 -1.383
C -0.190 -2.022 -0.032
C 0.584 -0.888 -0.247
C -1.479 1.111 -1.517
C -1.146 1.498 -0.194
C 0.623 0.193 0.725
N 0.109 -0.219 2.112
O 1.842 1.589 2.549
P 2.242 1.197 0.964
H 0.374 -3.606 -2.967
H 1.833 -1.537 -3.249
H -0.943 -3.947 -0.892
H 2.099 -0.007 -1.343
H -0.886 -2.075 0.752
H -1.784 1.930 -2.207
H -2.235 0.282 -1.564
H -0.602 0.811 -2.179
H -1.841 1.176 0.551
H -0.736 2.522 -0.143
H 0.003 0.707 2.590
H -0.712 -0.841 2.012
H 0.779 -0.843 2.634
H 2.482 2.179 2.930
H 1.757 2.290 0.240
```

***

Record 2
ORCA calculation (ωB97M-V/def2-TZVPD) on a molecular structure, C5H8.

Calculated values
E_HOMO: -9.31 eV
frontier orbital gap: 10.32 eV
LUMO energy: 1.005 eV
total energy: -5309.96670 eV
energy above the lowest of the compared OMol25 structures with the same formula, charge and spin: 405.3 kJ/mol

```
13
C5H8, DFT ωB97M-V/def2-TZVPD
C -0.221 -0.575 0.932
C -1.325 -0.158 -0.078
C -0.305 1.125 -1.432
C 0.867 0.773 -0.905
C 1.132 -0.167 0.264
H -0.280 -1.651 1.099
H -0.334 -0.072 1.901
H -1.339 -0.847 -0.923
H -2.360 0.101 0.171
H -0.908 0.873 -0.150
H 1.711 1.211 -1.438
H 1.652 -1.053 -0.122
H 1.828 0.304 0.972
```

***

Record 3
ORCA calculation (ωB97M-V/def2-TZVPD) on a molecular structure, C29H38O4P2PdS3.

Calculated values
E_HOMO: -7.55 eV
frontier orbital gap: 7.98 eV
LUMO energy: 0.429 eV
total energy: -93447.07973 eV
energy above the lowest of the compared OMol25 structures with the same formula, charge and spin: 0.0 kJ/mol

```
77
C29H38O4P2PdS3, DFT ωB97M-V/def2-TZVPD
Pd -0.616 0.399 -0.299
O 0.354 0.765 2.292
C -0.309 0.035 1.609
C -0.892 -1.236 2.180
C -1.061 -1.424 3.548
C -1.598 -2.617 4.001
C -1.943 -3.624 3.104
C -1.747 -3.448 1.743
C -1.221 -2.245 1.286
P -0.822 -1.807 -0.423
C -2.135 -2.506 -1.452
C -2.097 -3.816 -1.923
C -3.162 -4.321 -2.653
C -4.265 -3.519 -2.914
C -4.305 -2.212 -2.448
C -3.241 -1.701 -1.722
C 0.664 -2.778 -0.826
C 1.163 -2.654 -2.125
C 2.365 -3.244 -2.475
C 3.092 -3.956 -1.527
C 2.605 -4.077 -0.235
C 1.393 -3.492 0.116
H -0.783 -0.631 4.229
H -1.757 -2.768 5.061
H -2.369 -4.549 3.471
H -2.010 -4.235 1.046
H -1.230 -4.437 -1.728
H -3.130 -5.338 -3.021
H -5.094 -3.914 -3.488
H -5.161 -1.584 -2.660
H -3.253 -0.675 -1.375
H 0.609 -2.079 -2.860
H 2.739 -3.146 -3.487
H 4.035 -4.413 -1.797
H 3.167 -4.629 0.507
H 1.029 -3.585 1.132
C -2.797 3.359 -4.777
C -3.723 3.680 -3.618
C -3.789 5.159 -3.292
O -3.402 2.914 -2.428
P -1.986 2.631 -1.779
S -2.205 2.294 0.165
S -1.034 1.104 -2.671
O -1.223 4.003 -2.062
C 0.109 4.219 -1.506
C 1.077 4.329 -2.663
C 0.034 5.463 -0.650
H -3.195 3.815 -5.685
H -2.728 2.282 -4.929
H -1.796 3.752 -4.602
H -4.726 3.326 -3.859
H -2.799 5.555 -3.074
H -4.436 5.330 -2.432
H -4.203 5.697 -4.147
H 0.372 3.359 -0.892
H 0.797 5.159 -3.316
H 1.077 3.402 -3.237
H 2.085 4.506 -2.284
H -0.266 6.324 -1.251
H 1.010 5.669 -0.208
H -0.689 5.323 0.153
C 4.832 -0.552 0.625
C 3.913 0.657 0.548
S 2.531 0.390 -0.581
O 1.742 1.662 -0.570
C 3.412 0.368 -2.163
C 4.178 1.647 -2.453
H 5.576 -0.408 1.409
H 5.367 -0.716 -0.310
H 4.269 -1.458 0.856
H 4.428 1.573 0.256
H 3.408 0.846 1.497
H 2.609 0.208 -2.885
H 4.036 -0.528 -2.167
H 3.604 2.509 -2.113
H 4.342 1.755 -3.525
H 5.153 1.655 -1.964
```

***

Record 4
ORCA calculation (ωB97M-V/def2-TZVPD) on C32H39NO2 in the gas phase.

Calculated values
E_HOMO: -8.58 eV
frontier orbital gap: 9.15 eV
SMILES: CC(C)(C)c1ccc(C(=O)CCCN2CCC(OC(c3ccccc3)c3ccccc3)CC2)cc1
LUMO energy: 0.570 eV
total energy: -39403.03284 eV
energy above the lowest of the compared OMol25 structures with the same formula, charge and spin: 0.0 kJ/mol

```
74
C32H39NO2, DFT ωB97M-V/def2-TZVPD
C -0.376 -4.945 -0.116
C 0.219 -3.729 0.599
C 0.722 -4.186 1.976
C 1.396 -3.205 -0.237
C -0.785 -2.603 0.774
C -0.416 -1.449 1.466
C -1.289 -0.392 1.608
C -2.574 -0.434 1.064
C -3.441 0.756 1.246
O -3.044 1.737 1.844
C -4.899 0.655 0.822
C -5.105 0.764 -0.691
C -4.282 1.922 -1.246
N -2.862 1.665 -1.070
C -2.320 0.860 -2.150
C -0.863 0.490 -1.897
C -0.029 1.764 -1.728
O 1.355 1.505 -1.605
C 1.817 1.002 -0.362
C 3.025 0.113 -0.591
C 3.504 -0.145 -1.866
C 4.605 -0.964 -2.047
C 5.239 -1.532 -0.956
C 4.768 -1.274 0.321
C 3.669 -0.456 0.503
C 2.222 2.127 0.571
C 2.971 3.183 0.070
C 3.371 4.213 0.901
C 3.033 4.193 2.244
C 2.291 3.140 2.750
C 1.886 2.112 1.917
C -0.637 2.589 -0.595
C -2.101 2.889 -0.894
C -2.959 -1.599 0.410
C -2.077 -2.654 0.263
H -1.218 -5.354 0.439
H -0.700 -4.690 -1.122
H 0.381 -5.722 -0.197
H -0.112 -4.518 2.591
H 1.236 -3.385 2.499
H 1.418 -5.014 1.861
H 1.046 -2.842 -1.201
H 2.117 -4.001 -0.411
H 1.910 -2.390 0.263
H 0.572 -1.376 1.898
H -1.001 0.497 2.152
H -5.318 -0.282 1.194
H -5.421 1.483 1.307
H -6.163 0.935 -0.900
H -4.814 -0.160 -1.190
H -4.539 2.826 -0.690
H -4.533 2.092 -2.306
H -2.393 1.402 -3.112
H -2.911 -0.055 -2.235
H -0.798 -0.120 -0.997
H -0.481 -0.094 -2.737
H -0.085 2.344 -2.661
H 1.037 0.393 0.116
H 3.006 0.303 -2.710
H 4.970 -1.159 -3.045
H 6.098 -2.171 -1.097
H 5.260 -1.712 1.178
H 3.310 -0.250 1.501
H 3.225 3.187 -0.980
H 3.950 5.033 0.501
H 3.346 4.996 2.894
H 2.022 3.121 3.796
H 1.301 1.296 2.319
H -0.087 3.523 -0.471
H -0.590 2.034 0.340
H -2.174 3.534 -1.789
H -2.526 3.425 -0.042
H -3.954 -1.705 0.009
H -2.420 -3.531 -0.261
```

***

Record 5
ORCA calculation (ωB97M-V/def2-TZVPD) on a molecular structure, C37H42ErF3NO4P2SSe2.

Calculated values
expectation value of S²: 3.75
E_HOMO (spin up / spin down): -9.57 / -9.57 eV
frontier orbital gap (spin up / spin down): 6.95 / 6.99 eV
multiplicity: 4
charge: +1
LUMO energy (spin up / spin down): -2.627 / -2.581 eV
total energy: -244604.70383 eV
energy above the lowest of the compared OMol25 structures with the same formula, charge and spin: 144.4 kJ/mol

```
93
C37H42ErF3NO4P2SSe2, DFT ωB97M-V/def2-TZVPD
Er -0.931 -1.207 0.391
C -2.251 1.870 0.314
P -0.961 1.739 1.685
C -0.203 3.381 1.566
C -0.234 4.165 0.387
C 0.554 5.351 0.349
C 1.531 5.585 1.330
C 1.462 4.846 2.541
C 0.508 3.861 2.696
C -2.008 1.925 3.172
C -1.659 1.206 4.324
C -2.434 1.283 5.489
C -3.567 2.096 5.477
C -3.896 2.856 4.368
C -3.066 2.851 3.247
C -1.798 1.382 -1.023
C -2.265 1.808 -2.301
C -1.459 1.137 -3.266
C -0.543 0.370 -2.553
C 0.685 -0.298 -3.117
P 2.079 -0.117 -1.898
C 3.261 -1.451 -2.161
C 3.804 -1.567 -3.450
C 4.700 -2.609 -3.677
C 5.080 -3.524 -2.692
C 4.503 -3.358 -1.384
C 3.562 -2.340 -1.130
C 2.802 1.412 -2.589
C 3.049 2.441 -1.661
C 3.636 3.633 -2.127
C 3.916 3.787 -3.484
C 3.580 2.770 -4.402
C 3.030 1.569 -3.945
N -0.811 0.430 -1.157
H -2.608 2.890 0.248
H -3.128 1.320 0.687
H -0.879 3.868 -0.439
H 0.479 6.037 -0.466
H 2.303 6.315 1.138
H 2.215 4.898 3.302
H 0.381 3.289 3.611
H -0.844 0.490 4.269
H -2.078 0.737 6.365
H -4.129 2.227 6.410
H -4.793 3.430 4.327
H -3.190 3.482 2.349
H -3.115 2.497 -2.530
H -1.461 1.287 -4.347
H 0.917 0.199 -4.105
H 0.518 -1.373 -3.382
H 3.507 -0.895 -4.267
H 5.096 -2.752 -4.683
H 5.764 -4.342 -2.922
H 4.773 -4.055 -0.599
H 3.147 -2.181 -0.127
H 2.723 2.318 -0.651
H 3.944 4.373 -1.388
H 4.339 4.711 -3.856
H 3.822 2.837 -5.454
H 2.839 0.725 -4.655
C -4.983 -2.569 -0.801
Se -3.494 -1.692 -1.754
C -2.842 -3.373 -2.573
C -2.025 -4.257 -1.698
Se -0.255 -3.399 -1.193
C 0.378 -4.755 0.074
H -5.638 -3.084 -1.504
H -5.565 -1.831 -0.246
H -4.654 -3.356 -0.174
H -2.249 -3.003 -3.442
H -3.833 -3.827 -2.900
H -1.726 -5.209 -2.168
H -2.496 -4.515 -0.761
H -0.498 -5.323 0.357
H 0.833 -4.311 0.992
H 1.077 -5.353 -0.457
F -4.883 -3.792 3.040
C -3.572 -4.039 2.684
F -2.991 -4.737 3.754
F -3.598 -4.823 1.591
S -2.603 -2.461 2.477
O -2.552 -1.941 3.831
O -3.206 -1.604 1.415
O -1.323 -2.969 1.873
C 2.531 0.489 1.844
C 2.103 -0.778 2.477
O 0.789 -1.220 1.822
H 2.791 0.292 0.778
H 3.380 0.851 2.404
H 1.742 1.269 1.942
H 1.853 -0.669 3.529
H 2.819 -1.599 2.329
H 0.489 -2.026 2.302
```

***

Record 6
ORCA calculation (ωB97M-V/def2-TZVPD) on a molecular structure, C40H79F3N5O10PtS8.

Calculated values
expectation value of S²: 2.01
E_HOMO (spin up / spin down): -9.28 / -9.28 eV
frontier orbital gap (spin up / spin down): 4.61 / 3.97 eV
multiplicity: 3
charge: +1
LUMO energy (spin up / spin down): -4.668 / -5.317 eV
total energy: -168746.77129 eV

```
146
C40H79F3N5O10PtS8, DFT ωB97M-V/def2-TZVPD
Pt 16.739 2.794 -7.902
C 14.242 4.758 -8.569
O 14.481 4.798 -7.094
O 15.479 4.246 -9.081
C 12.847 4.150 -8.955
F 12.888 2.849 -9.042
F 11.818 4.375 -8.062
F 12.297 4.592 -10.147
C 13.738 5.690 -6.335
C 14.349 5.590 -4.919
H 14.478 4.566 -4.569
H 15.352 5.998 -4.799
H 13.847 6.232 -4.194
H 12.661 5.536 -6.268
H 13.871 6.710 -6.696
H 14.195 5.797 -8.893
C 13.910 2.214 -15.160
S 13.294 1.213 -13.715
O 14.190 0.005 -13.619
C 13.748 2.349 -12.310
H 14.891 2.643 -14.957
H 13.306 3.091 -15.391
H 14.023 1.538 -16.008
H 14.781 2.681 -12.422
H 13.535 1.755 -11.422
H 13.091 3.219 -12.335
C 10.797 7.371 -8.897
S 9.277 7.720 -7.889
O 8.164 7.436 -8.891
C 9.397 6.253 -6.771
H 10.826 6.405 -9.401
H 11.708 7.255 -8.311
H 11.069 8.134 -9.626
H 8.945 6.577 -5.834
H 10.385 5.814 -6.634
H 8.867 5.423 -7.239
C 14.795 1.439 -4.191
S 14.004 1.751 -5.840
O 15.145 1.980 -6.835
C 13.441 0.008 -6.079
H 15.498 0.619 -4.339
H 14.013 1.282 -3.448
H 15.345 2.287 -3.784
H 12.414 -0.185 -5.767
H 13.942 -0.711 -5.431
H 13.631 -0.331 -7.097
C 14.216 6.835 -12.170
S 13.621 8.092 -13.445
O 12.841 9.188 -12.680
C 15.367 8.720 -13.743
H 14.826 7.340 -11.422
H 14.827 6.030 -12.579
H 13.438 6.494 -11.486
H 16.135 7.978 -13.962
H 15.514 9.270 -12.814
H 15.434 9.553 -14.443
C 13.051 9.317 -4.068
S 11.231 8.862 -4.057
O 11.100 7.612 -4.943
C 10.814 8.437 -2.354
H 13.572 8.504 -4.574
H 13.512 9.522 -3.102
H 13.152 10.230 -4.657
H 9.753 8.437 -2.105
H 11.279 9.155 -1.679
H 11.118 7.419 -2.109
C 8.752 1.179 -4.934
S 8.500 1.109 -6.707
O 7.223 1.931 -6.959
C 10.009 2.103 -7.221
H 7.817 0.955 -4.420
H 8.849 2.207 -4.585
H 9.590 0.505 -4.757
H 9.797 2.534 -8.200
H 10.885 1.487 -7.425
H 10.336 2.883 -6.533
C 18.026 6.445 -7.454
S 18.036 5.335 -5.963
O 17.281 4.108 -6.287
C 19.848 5.064 -5.809
H 17.028 6.873 -7.549
H 18.367 5.750 -8.221
H 18.756 7.254 -7.489
H 20.301 4.627 -6.699
H 20.144 4.345 -5.044
H 20.326 5.991 -5.492
C 15.281 7.131 -1.211
S 16.693 7.061 -2.425
O 17.712 8.149 -2.078
C 17.284 5.330 -2.136
H 14.423 6.600 -1.624
H 15.124 8.197 -1.043
H 15.547 6.692 -0.249
H 16.520 4.589 -2.368
H 17.586 5.237 -1.093
H 18.200 5.100 -2.682
N 18.481 8.833 -4.911
C 17.247 9.182 -5.383
C 17.504 10.146 -6.383
C 18.898 10.397 -6.469
C 19.504 9.477 -5.585
H 18.682 8.183 -4.164
H 16.319 8.818 -4.967
H 16.761 10.691 -6.946
H 19.440 11.177 -6.984
H 20.522 9.389 -5.235
N 17.009 6.923 -10.322
C 17.293 8.313 -10.321
C 18.057 8.552 -11.416
C 18.336 7.330 -12.071
C 17.658 6.339 -11.382
H 16.593 6.422 -9.550
H 16.970 8.953 -9.513
H 18.387 9.527 -11.746
H 18.968 7.232 -12.941
H 17.563 5.266 -11.462
N 13.305 9.525 -9.832
C 12.701 10.556 -9.150
C 13.038 10.405 -7.831
C 13.991 9.327 -7.660
C 14.098 8.821 -8.958
H 13.045 9.285 -10.778
H 11.977 11.207 -9.618
H 12.557 11.061 -7.120
H 14.454 9.047 -6.725
H 14.625 7.942 -9.301
N 9.889 3.166 -1.671
C 9.342 3.982 -2.559
C 10.238 4.343 -3.533
C 11.392 3.822 -3.127
C 11.170 2.919 -2.109
H 9.476 2.824 -0.815
H 8.301 4.267 -2.503
H 10.139 5.008 -4.378
H 12.353 4.009 -3.584
H 11.874 2.427 -1.455
N 9.078 2.851 -12.317
C 10.032 3.774 -12.734
C 9.929 4.895 -11.908
C 8.989 4.598 -10.898
C 8.482 3.369 -11.208
H 9.041 1.926 -12.719
H 10.661 3.479 -13.561
H 10.531 5.786 -12.000
H 8.662 5.298 -10.144
H 7.716 2.839 -10.661
```